80
Properties=species:S:1:pos:R:3:forces:R:3:lowdin_charge:R:1 method="wB97M-V/def2-TZVPD" total_energy_ev=-38989.4001 orbital_gap_ev=10.010 max_force_ev_per_a=3.300 total_charge=0 smiles=C1CCOC1.C1CCOC1.C1CCOC1.C1CCOC1.C1CCOC1.CC(C)O.O
C 4.344750 -28.522600 2.845390 0.606 -0.671 0.876 -0.14
C 4.212570 -27.364610 3.817130 1.967 0.517 0.368 -0.19
C 2.779960 -27.151170 3.876150 -2.267 0.912 2.217 -0.27
O 2.165070 -28.080040 3.030510 -1.535 -0.062 -1.191 -0.14
C 2.999630 -29.228050 3.032550 0.601 0.329 -0.800 -0.19
H 5.252080 -29.064730 3.111740 -0.095 -0.389 -0.519 0.11
H 4.339000 -28.161790 1.816860 0.365 -0.065 0.053 0.12
H 4.745120 -26.466760 3.503500 0.089 -0.067 -0.229 0.11
H 4.547610 -27.547520 4.838110 0.496 -0.514 -0.164 0.12
H 2.539670 -26.087990 3.879720 -0.691 0.113 -1.679 0.12
H 2.338850 -27.340870 4.854690 0.389 -0.510 0.764 0.11
H 2.770610 -29.880900 2.190280 -0.292 0.284 -0.142 0.12
H 2.864560 -29.849580 3.917740 0.231 0.254 0.498 0.12
C 0.758870 -20.157840 6.246750 0.547 0.140 -0.034 -0.16
C 0.730990 -20.558210 4.785550 0.549 -1.179 -1.442 -0.16
C 0.256730 -19.333090 3.982710 -1.393 1.253 1.503 -0.14
O -0.121980 -18.402740 5.039720 -0.513 0.261 -0.703 -0.15
C 0.729630 -18.655090 6.115170 -0.434 -0.003 0.879 -0.24
H 1.598310 -20.512990 6.844490 0.193 -0.097 -0.287 0.11
H -0.134460 -20.585710 6.701720 -0.126 0.473 0.209 0.09
H 0.129510 -21.467210 4.780290 -0.302 0.217 -0.835 0.08
H 1.669120 -20.838670 4.306640 0.302 -0.232 0.641 0.08
H -0.645430 -19.374050 3.372360 0.006 -0.680 -0.008 0.11
H 0.977330 -18.788010 3.373020 0.672 -0.585 -0.012 0.11
H 0.313540 -18.201950 7.014970 0.093 0.378 -0.120 0.12
H 1.716730 -18.252180 5.888480 0.369 0.034 0.223 0.12
C -1.216360 -23.158330 8.490910 0.086 0.116 -1.344 -0.16
C -1.063930 -21.991530 9.491290 0.284 -0.870 -0.882 -0.16
C -2.513620 -21.643390 9.692920 -0.601 -1.058 -0.061 -0.19
O -3.153580 -21.914950 8.413250 -0.638 1.348 0.085 -0.15
C -2.335680 -22.651220 7.523980 1.088 -0.597 2.002 -0.19
H -1.505600 -24.066290 9.020110 -0.328 0.043 0.119 0.11
H -0.329970 -23.448340 7.926730 0.245 0.295 0.133 0.09
H -0.566720 -21.122020 9.061370 0.293 -0.161 -0.124 0.10
H -0.473030 -22.398950 10.311610 -0.342 0.537 0.440 0.11
H -2.707390 -20.639660 10.071190 -0.048 0.135 -0.535 0.12
H -3.003970 -22.338430 10.374520 0.118 -0.023 0.392 0.11
H -1.873510 -22.044810 6.745030 -0.209 0.260 -0.161 0.10
H -2.941820 -23.446440 7.090030 0.059 0.002 -0.102 0.11
C -1.389670 -25.430500 1.280890 -0.927 0.214 0.052 -0.17
C -1.919830 -24.001190 1.407030 1.699 1.504 2.004 -0.11
C -0.810350 -23.259190 2.370270 -0.982 -0.992 -1.300 -0.17
O -0.135520 -24.293730 3.053730 -1.331 -1.952 0.098 -0.21
C -0.266940 -25.567910 2.286630 2.111 1.443 -0.549 -0.13
H -1.027210 -25.604050 0.267680 -0.087 -0.298 0.133 0.11
H -2.209060 -26.101500 1.538700 0.077 -0.223 -0.391 0.11
H -2.804160 -23.993950 2.044230 -0.180 -0.024 -0.285 0.10
H -2.112340 -23.386690 0.527580 0.083 -0.472 -0.177 0.10
H -1.395980 -22.622170 3.033100 0.363 0.008 0.373 0.10
H 0.005160 -22.688820 1.925620 -0.488 0.372 -0.750 0.11
H -0.134380 -26.477600 2.872290 -0.897 0.361 0.658 0.10
H 0.654730 -25.612260 1.706400 0.278 0.119 -0.171 0.11
C -0.937890 -27.450200 5.810290 -0.889 -0.472 -2.240 -0.16
C -0.273210 -28.255490 6.877110 -0.077 0.633 2.776 -0.13
C 0.016720 -27.109670 7.905110 1.003 0.169 0.379 -0.19
O 0.046340 -25.938640 7.143030 1.283 1.506 -1.032 -0.20
C -1.055570 -26.023210 6.261150 -0.090 1.029 1.175 -0.20
H -1.892690 -27.881520 5.509580 0.020 -0.014 -0.152 0.12
H -0.282200 -27.424340 4.939940 -0.170 -0.087 -0.252 0.10
H 0.692310 -28.728680 6.698370 -0.242 0.040 -0.705 0.11
H -0.939760 -28.999220 7.313780 0.058 -0.061 -0.029 0.11
H 1.015080 -27.156320 8.340090 -0.042 -0.368 0.176 0.12
H -0.670680 -26.861320 8.713760 -0.561 -1.014 0.179 0.12
H -1.061260 -25.250740 5.492150 0.794 -0.304 -0.406 0.11
H -1.857120 -25.627590 6.884920 -1.140 -1.110 0.031 0.11
C 3.600840 -22.542810 2.992660 -2.564 -0.429 -0.595 -0.07
C 4.297740 -21.422070 3.713830 -0.008 -1.381 1.493 -0.51
C 4.584620 -21.839630 5.179560 -1.166 0.884 0.443 -0.04
O 5.540900 -21.269690 3.156770 1.975 0.689 -1.406 -0.05
H 4.119810 -23.451320 2.687090 0.947 0.150 0.658 0.08
H 3.127280 -22.283480 2.045780 0.148 0.710 -0.189 0.08
H 2.749100 -22.894800 3.574680 -0.043 -0.140 0.292 0.05
H 3.777700 -20.465750 3.658140 -0.110 -0.101 -0.046 0.13
H 5.428060 -21.272570 5.573450 0.271 -0.229 -0.267 0.08
H 4.710540 -22.917620 5.280460 0.232 0.019 -0.084 0.08
H 3.773290 -21.552040 5.848250 -0.374 -0.264 -0.013 0.06
H 5.902180 -22.152490 3.265070 0.696 0.053 -0.314 0.09
O 1.220680 -23.870680 5.281030 0.551 0.389 0.528 -0.05
H 0.438680 -23.883510 4.729160 -0.110 -0.188 -0.590 -0.02
H 1.032590 -24.498800 5.978390 0.053 -0.309 0.468 0.00

85
Properties=species:S:1:pos:R:3:forces:R:3:lowdin_charge:R:1 method="wB97M-V/def2-TZVPD" total_energy_ev=-71711.2390 orbital_gap_ev=5.027 max_force_ev_per_a=2.735 total_charge=-1
C 0.276528 -1.746111 2.868345 0.004 -0.418 0.623 -0.12
C 1.807607 -1.831316 2.984242 -0.687 0.462 -0.893 -0.24
C 2.438540 -0.707227 2.115757 -0.396 0.217 0.770 -0.22
C 3.527750 0.079346 2.866120 -0.191 -0.596 -0.023 -0.20
C 4.914424 -0.593061 2.923239 -0.044 0.450 -0.489 -0.21
C 5.412888 -1.196911 1.599080 1.058 0.394 0.352 -0.20
C 5.947401 -0.103230 0.625875 -0.659 -0.716 -0.248 -0.18
C 5.157855 0.011366 -0.713114 1.198 0.831 0.276 -0.19
C 4.811324 1.481241 -1.057816 -1.464 -0.156 -0.047 -0.18
C 3.282508 1.790134 -0.860163 0.953 -0.295 -0.268 -0.20
C 2.699297 2.684048 -1.967563 -0.887 0.709 0.654 -0.20
C 1.209808 2.417357 -2.325570 0.511 -0.883 -0.372 -0.20
C 0.349451 1.854400 -1.185298 -0.182 0.687 -0.496 -0.22
C -1.155634 1.811359 -1.535509 0.635 -0.487 0.044 -0.13
C -1.882483 0.662597 -0.762267 -0.165 2.509 -0.265 -0.31
O -2.320118 -0.265653 -1.736111 0.472 -0.456 0.908 0.04
C -1.677598 -1.473181 -1.677788 -0.046 0.373 -0.800 -0.44
F -2.582381 -2.423141 -1.295479 0.150 -0.341 0.079 0.07
O -1.217189 -1.745500 -2.962100 -0.426 -0.466 0.125 -0.01
C -0.878907 -3.104336 -3.169851 0.719 -0.460 -0.512 -0.15
C 0.262498 -3.653106 -2.274268 0.354 -0.325 0.133 -0.40
C -0.189477 -4.320681 -0.979293 -0.376 0.889 0.116 -0.04
O 1.229497 -2.635374 -1.987721 -0.070 -0.078 0.055 -0.04
C -3.058390 1.265150 0.098048 0.583 -1.491 -0.817 -0.47
C -3.614695 0.069262 0.969493 -0.367 -0.547 0.019 -0.20
N -5.034231 -0.230782 0.801743 0.709 0.449 -0.137 -0.11
C -5.334955 -1.047941 -0.386619 -1.796 -0.643 0.203 -0.22
O -3.970847 1.799538 -0.841145 0.166 0.376 0.671 -0.14
C -4.611189 3.012416 -0.485553 0.056 0.597 0.316 -0.34
P -5.790488 2.927450 0.970943 -2.198 -1.299 -0.982 0.70
N -7.199671 2.521912 0.409510 0.396 0.652 0.619 -0.32
P -2.213561 2.464443 1.256689 -0.085 -0.058 1.159 0.78
O -2.778382 2.564259 2.627046 -0.270 0.172 -0.097 -0.45
H -0.206613 -2.546415 3.439531 0.043 0.005 -0.090 0.07
H -0.084771 -0.811536 3.308468 0.007 0.033 -0.268 0.08
H -0.068404 -1.839582 1.839788 0.028 0.149 -0.119 0.06
H 2.114089 -2.819172 2.632580 0.254 0.018 0.314 0.10
H 2.054573 -1.675973 4.036229 0.284 -0.263 -0.062 0.10
H 1.628196 0.006643 1.915172 0.125 -0.040 -0.101 0.09
H 2.748880 -1.084089 1.139368 0.114 0.028 0.079 0.09
H 3.557670 1.100674 2.474387 0.349 -0.112 -0.127 0.10
H 3.173526 0.165925 3.900016 0.028 0.246 -0.079 0.10
H 5.630978 0.199451 3.172025 0.036 -0.188 0.212 0.10
H 4.983303 -1.323402 3.733462 -0.277 -0.082 -0.101 0.10
H 6.279781 -1.817492 1.856475 -0.203 -0.134 0.009 0.10
H 4.700012 -1.865045 1.114955 -0.107 0.121 0.051 0.09
H 6.987525 -0.342014 0.391300 -0.021 0.133 0.032 0.10
H 5.961239 0.861242 1.140315 -0.092 -0.044 -0.037 0.09
H 5.822268 -0.349265 -1.505067 -0.212 -0.203 0.024 0.10
H 4.281071 -0.636362 -0.698558 -0.089 0.156 -0.035 0.09
H 5.028403 1.688426 -2.108795 0.240 0.005 0.128 0.09
H 5.352949 2.187959 -0.426873 0.375 -0.145 -0.230 0.10
H 2.791936 0.819827 -0.790341 -0.273 0.081 -0.187 0.08
H 3.160027 2.267397 0.116218 -0.213 -0.065 -0.062 0.10
H 3.294571 2.662349 -2.883391 0.029 -0.168 0.094 0.10
H 2.745927 3.717844 -1.599794 0.187 -0.034 -0.135 0.11
H 1.225179 1.649044 -3.112517 -0.212 0.081 0.022 0.11
H 0.754528 3.293381 -2.795711 0.038 0.088 0.226 0.11
H 0.539575 2.456565 -0.290579 -0.053 -0.280 0.138 0.10
H 0.656180 0.820070 -1.022723 0.157 0.084 0.302 0.10
H -1.654848 2.776970 -1.417569 0.097 -0.037 0.052 0.10
H -1.205518 1.572901 -2.601049 -0.271 -0.018 0.081 0.13
H -1.165551 0.262892 -0.040124 -0.114 -0.552 -0.192 0.12
H -0.810430 -1.490549 -1.011025 -0.280 0.014 0.403 0.15
H -1.740688 -3.776710 -3.139601 -0.093 0.197 0.266 0.13
H -0.517022 -3.157371 -4.201735 -0.056 0.278 0.051 0.13
H 0.803990 -4.430660 -2.832716 -0.387 -0.008 -0.234 0.14
H -0.576880 -3.576039 -0.280219 0.057 0.008 0.005 0.06
H -1.042557 -4.962313 -1.201923 0.226 -0.275 0.078 0.09
H 0.616655 -4.843138 -0.465166 -0.014 -0.155 -0.256 0.08
H 1.711738 -2.467454 -2.806568 -0.094 0.151 0.174 0.10
H -3.409443 0.238105 2.033192 -0.067 0.259 -0.113 0.10
H -3.051531 -0.840368 0.699845 0.300 0.250 -0.083 0.10
H -5.280349 -0.788025 1.610678 -0.332 0.220 0.013 0.10
H -6.509595 -1.039613 -0.541408 2.540 0.058 0.291 -0.20
H -4.895938 -0.661241 -1.301940 0.267 0.055 0.178 0.07
H -5.084590 -2.109493 -0.204532 0.518 0.205 -0.254 0.06
H -5.289804 3.258614 -1.305198 -0.153 -0.235 0.115 0.10
H -3.915286 3.869429 -0.438983 0.128 -0.257 0.136 0.06
H -5.864931 4.242141 1.510742 0.913 -0.092 -0.013 -0.02
H -5.347675 1.987319 1.920917 0.695 0.691 0.081 0.00
H -7.524870 1.649102 0.814436 -0.160 -0.190 -0.535 -0.10
H -2.081209 3.737781 0.653773 0.189 -0.343 -0.257 0.03
H -0.883375 1.976386 1.372871 -0.171 0.091 -0.550 0.03
Cl -8.210073 -0.553847 -0.715538 -1.939 0.164 -0.111 -0.39